C18H48O6 | ωB97M-V/def2-TZVPD

## Properties
* M: 360.58 u
* energy relative to the best compared isomer or geometry (same formula, charge and spin): 522.3 kcal per mole
* HOMO energy: -7.48 eV

```
72
Properties=species:S:1:pos:R:3:forces:R:3:mulliken_charge:R:1
C 3.339 3.481 -0.266 0.13 -0.64 0.65 -1.568
C 2.677 2.290 0.512 -0.24 1.58 -2.61 0.190
C 2.235 1.155 -0.416 1.70 -0.15 0.66 -0.659
O 3.611 1.724 1.406 2.48 15.29 -10.99 -0.413
H 2.649 4.266 -0.575 -0.29 -0.45 -0.34 0.277
H 3.916 3.054 -1.087 -0.14 0.28 -0.23 0.376
H 4.051 4.019 0.359 0.13 -0.10 0.31 0.464
H 1.804 2.656 1.052 0.06 0.01 0.11 0.201
H 1.458 1.387 -1.144 1.49 0.46 -0.20 0.307
H 1.743 0.376 0.167 1.53 2.27 0.08 -0.252
H 3.064 0.586 -0.838 0.67 0.38 -0.15 0.606
H 4.077 2.352 1.963 0.07 1.39 -0.46 0.319
C -0.462 -0.749 -4.970 0.26 -0.21 -0.62 -1.345
C -1.688 -0.387 -4.119 -1.67 -0.82 -0.74 0.444
C -2.548 -1.543 -3.553 0.93 0.49 -1.34 -1.531
O -1.347 0.449 -3.008 -2.20 0.92 -18.86 -0.361
H -0.085 0.030 -5.632 0.01 0.92 0.71 0.435
H -0.604 -1.452 -5.791 -0.94 -0.65 0.45 0.410
H 0.386 -1.162 -4.424 -0.16 0.16 0.41 0.274
H -2.404 0.238 -4.653 0.22 -0.10 -0.69 0.367
H -3.365 -1.129 -2.961 0.32 -0.11 0.24 0.389
H -1.867 -2.219 -3.037 -0.60 -0.18 0.04 0.421
H -3.033 -2.031 -4.398 0.24 -0.22 -0.04 0.481
H -0.839 1.168 -3.392 0.29 0.54 0.18 0.335
C 0.679 -0.992 -0.085 -3.25 -0.35 -3.57 -4.164
C -0.538 -0.909 -1.055 -0.13 -2.96 0.42 1.917
C -1.695 -1.797 -0.646 -0.50 0.28 0.06 -2.080
O -0.913 0.411 -1.200 -3.11 -11.51 7.16 -1.556
H 0.347 -0.342 0.724 0.39 -0.16 -0.31 0.829
H 1.402 -0.532 -0.758 -0.10 -1.63 0.58 0.778
H 0.952 -1.978 0.292 -0.48 0.23 -1.78 2.154
H -0.139 -1.363 -1.962 -0.02 0.31 -0.87 0.017
H -2.581 -1.677 -1.269 0.05 0.52 0.51 -0.197
H -1.957 -1.605 0.394 -0.04 0.30 -0.32 0.332
H -1.511 -2.864 -0.772 0.64 0.06 0.02 0.633
H -1.239 0.474 -2.101 -0.46 -0.05 6.04 1.486
C -2.118 2.196 0.495 -1.36 -0.88 -0.96 -1.081
C -1.222 2.580 -0.615 2.98 2.01 0.46 0.651
C -0.842 4.060 -0.561 -0.29 -0.49 0.35 -1.632
O 0.028 1.863 -0.572 2.35 12.23 3.79 -0.814
H -2.934 2.914 0.570 0.03 0.09 0.45 0.465
H -1.585 2.003 1.426 -0.08 0.17 -0.08 0.072
H -2.542 1.294 0.054 -0.47 -0.44 1.11 0.193
H -1.655 2.512 -1.613 -0.60 -0.54 -0.08 -0.091
H -0.660 4.412 0.455 0.43 -0.21 0.10 0.293
H -1.713 4.633 -0.879 0.26 0.33 -0.54 0.523
H 0.057 4.102 -1.176 -0.17 0.83 -0.10 0.291
H -0.222 0.937 -0.606 1.04 0.24 1.58 0.906
C -0.230 -2.565 2.358 -3.63 -4.27 2.16 -0.421
C -1.239 -3.716 2.654 -1.01 2.09 -0.71 0.149
C -2.422 -3.555 1.726 0.75 0.78 -0.58 -1.221
O -0.645 -4.923 2.432 1.22 -1.88 -0.10 -0.562
H -0.700 -1.605 2.573 -2.00 -1.42 0.06 0.429
H 0.121 -2.582 1.326 -0.63 -0.68 0.82 -0.142
H 0.566 -2.594 3.102 -1.03 -1.25 -0.51 0.328
H -1.669 -3.668 3.654 0.51 0.24 0.62 0.322
H -3.008 -4.470 1.643 -0.43 0.32 0.12 0.497
H -2.002 -3.240 0.770 -0.48 -1.41 0.42 0.228
H -2.919 -2.624 2.000 -0.91 -0.40 0.36 0.333
H -1.316 -5.586 2.611 0.16 -0.36 -0.07 0.386
C 1.394 -1.064 2.324 2.77 3.54 1.60 -2.410
C 1.992 0.359 2.486 0.24 -1.62 0.46 4.036
C 1.512 1.121 3.715 -0.89 -0.71 -0.53 -1.929
O 3.379 0.242 2.468 -2.05 -10.66 7.41 -0.950
H 1.647 -1.444 1.334 1.50 0.08 2.29 0.513
H 0.304 -1.074 2.344 3.02 2.69 -0.10 0.183
H 1.709 -1.710 3.143 0.99 0.78 -0.11 0.601
H 1.647 0.894 1.601 -0.32 0.07 0.90 -2.301
H 1.872 2.150 3.713 0.33 -0.09 0.33 0.407
H 1.724 0.539 4.611 0.35 0.39 0.17 0.345
H 0.427 1.184 3.636 -0.33 0.15 0.15 0.327
H 3.690 1.043 2.039 0.49 -5.85 4.20 0.758
```
Forces are in eV/Å.


C18H48O6 | ωB97M-V/def2-TZVPD

## Properties
* M: 360.58 u
* energy relative to the best compared isomer or geometry (same formula, charge and spin): 4.6 kcal per mole
* structure (SMILES): CC(C)O.CC(C)O.CC(C)O.CC(C)O.CC(C)O.CC(C)O
* HOMO energy: -9.78 eV

```
72
Properties=species:S:1:pos:R:3:forces:R:3:mulliken_charge:R:1
C 0.458 -1.556 -0.833 0.07 0.34 -0.29 -0.652
C -0.371 -1.225 0.387 0.38 -0.22 0.13 0.629
C -0.421 0.274 0.609 0.11 0.22 0.00 0.243
O -1.662 -1.786 0.213 -0.06 -0.05 0.03 -0.601
H 1.493 -1.240 -0.680 0.02 -0.16 0.02 -0.013
H 0.099 -0.987 -1.694 -0.08 -0.11 0.03 -0.325
H 0.425 -2.612 -1.093 0.04 -0.07 0.15 0.497
H 0.118 -1.683 1.261 -0.18 0.01 0.00 0.240
H -0.587 0.813 -0.329 -0.08 -0.06 0.01 0.292
H 0.535 0.598 1.026 0.01 0.11 -0.04 -0.546
H -1.201 0.564 1.313 -0.03 -0.08 0.01 -0.162
H -2.117 -1.722 1.061 -0.27 0.10 -0.12 0.368
C 4.971 -0.800 -4.522 -0.12 0.21 -0.02 -1.433
C 3.467 -0.853 -4.292 0.18 0.02 0.58 0.407
C 3.034 -2.117 -3.557 -0.14 -0.40 -0.96 -0.668
O 3.061 0.282 -3.525 -0.16 0.24 -0.09 -0.549
H 5.465 -0.940 -3.557 0.09 -0.04 -0.06 0.259
H 5.255 0.181 -4.905 0.00 -0.04 -0.03 0.325
H 5.325 -1.562 -5.217 -0.06 -0.08 0.03 0.421
H 2.888 -0.765 -5.212 0.25 -0.01 -0.20 0.395
H 3.469 -3.031 -3.977 0.26 0.19 -0.04 0.443
H 1.966 -2.236 -3.753 -0.11 0.05 0.76 -0.026
H 3.314 -2.062 -2.508 -0.29 0.02 0.11 0.104
H 3.545 0.271 -2.687 0.08 -0.17 -0.05 0.336
C -0.492 1.849 3.866 -0.37 0.39 -0.16 -0.944
C -0.565 0.592 4.701 0.30 0.03 0.48 0.625
C -1.603 0.703 5.804 -0.40 -0.13 -0.15 -1.070
O -0.764 -0.580 3.934 -0.02 -0.25 -0.31 -0.497
H -1.477 2.123 3.463 0.07 -0.16 0.04 0.123
H 0.182 1.751 3.018 0.14 -0.04 0.11 0.005
H -0.183 2.688 4.493 0.12 -0.01 -0.06 0.495
H 0.407 0.438 5.183 -0.02 -0.02 -0.13 0.293
H -1.633 -0.225 6.375 0.06 0.04 0.09 0.310
H -2.599 0.843 5.366 0.08 0.05 0.03 0.027
H -1.409 1.541 6.474 0.06 -0.01 0.00 0.422
H -1.546 -0.484 3.375 -0.12 0.13 0.10 0.204
C 3.411 0.290 1.374 0.02 0.05 -0.08 -1.386
C 3.595 0.880 -0.019 -0.06 0.02 0.42 0.921
C 4.270 2.238 0.013 0.07 0.19 -0.17 -1.512
O 4.348 -0.022 -0.840 -0.23 0.00 -0.03 -0.523
H 2.841 0.965 2.014 -0.03 0.00 -0.03 0.262
H 4.381 0.131 1.857 -0.01 0.00 -0.04 0.538
H 2.885 -0.664 1.320 0.01 -0.01 0.03 0.278
H 2.611 0.963 -0.487 0.08 -0.01 -0.14 0.096
H 4.393 2.628 -1.000 0.02 -0.08 0.01 0.333
H 5.261 2.161 0.467 -0.03 0.00 0.03 0.333
H 3.691 2.975 0.572 -0.05 -0.11 0.08 0.387
H 5.046 -0.397 -0.294 0.11 -0.03 -0.09 0.301
C -5.467 0.007 3.960 -0.15 -0.15 0.12 -1.334
C -4.899 -0.123 2.558 -0.14 0.59 -0.36 0.520
C -4.447 1.208 2.011 0.44 0.17 -0.15 -1.093
O -3.745 -0.966 2.512 0.25 -0.25 0.28 -0.380
H -4.972 0.808 4.511 0.08 -0.09 0.04 0.270
H -5.356 -0.922 4.527 -0.03 0.01 -0.02 0.413
H -6.533 0.233 3.935 0.02 0.05 -0.06 0.364
H -5.660 -0.466 1.845 0.06 -0.53 0.28 0.224
H -5.284 1.883 1.841 -0.04 0.02 0.05 0.404
H -3.934 1.037 1.062 -0.07 0.11 -0.04 0.266
H -3.733 1.678 2.694 -0.09 0.03 -0.02 0.089
H -3.844 -1.667 3.166 -0.07 -0.03 -0.08 0.249
C -0.503 -0.524 -4.498 0.57 -0.10 -1.03 -1.259
C -1.925 -0.017 -4.529 -0.10 0.09 0.59 0.546
C -2.706 -0.453 -3.298 -0.04 -0.17 0.12 -0.950
O -1.954 1.412 -4.631 -0.03 -0.06 -0.16 -0.576
H -0.464 -1.614 -4.534 -0.07 -0.01 0.33 0.454
H 0.101 -0.149 -3.670 -0.25 -0.06 0.22 0.196
H 0.029 -0.201 -5.403 -0.14 0.06 0.05 0.336
H -2.433 -0.402 -5.415 0.04 0.10 -0.11 0.257
H -2.917 -1.526 -3.304 0.08 0.02 -0.09 0.355
H -3.659 0.072 -3.248 0.03 0.05 0.00 0.391
H -2.138 -0.257 -2.385 -0.07 0.11 0.00 -0.080
H -1.137 1.758 -4.264 0.02 0.00 0.04 0.332
```
Forces are in eV/Å.


C18H49F6O8P | ωB97M-V/def2-TZVPD

## Properties
* M: 538.54 u
* structure (SMILES): FPC(F)(F)C(F)(F)F.CCO.CCO.CCO.CCO.CCO.CCO.CCO.CCO
* HOMO energy: -9.59 eV

```
82
Properties=species:S:1:pos:R:3:forces:R:3:mulliken_charge:R:1
F 5.375 1.442 3.094 -2.86 1.27 -1.70 -0.360
P 3.938 2.376 2.732 1.78 -0.15 2.84 0.360
C 2.515 1.079 2.570 0.62 -1.22 -0.79 0.587
F 2.477 0.176 3.758 -0.03 2.52 -3.95 -0.230
F 2.706 0.332 1.297 -1.46 1.29 3.57 -0.235
C 1.109 1.962 2.615 -0.62 0.53 0.96 0.431
F 0.916 2.822 1.407 0.36 -3.17 4.26 -0.253
F -0.015 1.037 2.890 3.38 3.73 -1.19 -0.218
F 1.291 2.929 3.760 -1.38 -3.27 -3.92 -0.242
H 4.035 3.020 1.441 0.16 -1.59 -0.20 0.037
C 2.673 1.171 6.835 0.06 -0.24 0.07 -0.842
C 3.016 2.606 7.178 -0.26 -0.09 -0.22 -0.244
O 3.131 3.375 5.989 -0.15 0.21 -0.15 -0.436
H 3.443 0.735 6.190 -0.04 0.09 0.15 0.182
H 2.585 0.564 7.740 -0.04 -0.01 -0.09 0.385
H 1.729 1.120 6.282 0.00 0.01 0.14 0.193
H 3.970 2.655 7.710 -0.09 0.14 -0.18 0.289
H 2.244 3.053 7.811 0.04 -0.11 0.20 0.263
H 2.276 3.332 5.528 0.55 0.04 0.30 0.273
C -1.363 1.467 -1.933 -0.28 -0.06 -0.29 -1.024
C 0.113 1.740 -2.139 -0.34 -0.08 0.28 -0.034
O 0.490 2.919 -1.441 0.25 0.37 0.36 -0.461
H -1.963 2.311 -2.288 0.15 -0.04 0.01 0.337
H -1.671 0.565 -2.468 0.04 0.21 0.22 0.217
H -1.589 1.341 -0.869 0.05 -0.09 -0.02 0.291
H 0.331 1.888 -3.200 0.07 0.11 0.18 0.263
H 0.721 0.907 -1.774 -0.01 -0.16 -0.15 0.190
H 0.300 2.775 -0.498 0.07 0.06 -0.66 0.300
C -3.392 0.691 5.626 -0.09 -0.13 0.28 -1.028
C -3.736 1.916 4.803 0.15 -0.36 -0.03 0.026
O -2.547 2.532 4.331 0.38 0.11 -0.33 -0.476
H -2.758 0.964 6.476 -0.11 0.07 -0.09 0.327
H -4.297 0.207 6.001 0.14 -0.03 -0.10 0.280
H -2.827 -0.031 5.027 -0.17 -0.01 -0.01 0.306
H -4.280 2.645 5.411 0.19 0.04 -0.16 0.300
H -4.358 1.649 3.944 -0.19 -0.06 0.14 0.028
H -2.075 1.880 3.786 -0.26 0.35 0.33 0.226
C 0.400 -3.102 -2.211 0.16 -0.11 0.00 -0.777
C -0.763 -2.304 -1.658 0.13 -0.28 -0.19 -0.272
O -1.345 -1.518 -2.687 -0.29 -0.15 -0.45 -0.435
H 1.157 -2.435 -2.636 -0.07 -0.02 0.15 0.184
H 0.863 -3.710 -1.429 0.00 0.01 -0.10 0.391
H 0.067 -3.761 -3.020 0.02 -0.05 0.12 0.155
H -0.422 -1.631 -0.865 -0.17 0.08 -0.17 0.221
H -1.530 -2.964 -1.243 0.10 -0.04 0.18 0.286
H -1.652 -2.125 -3.382 0.17 0.28 0.35 0.262
C 4.044 5.208 -2.602 0.14 0.16 -0.10 -1.143
C 3.882 3.787 -2.101 -0.21 0.21 -0.15 -0.028
O 3.700 3.787 -0.693 -0.17 0.06 0.54 -0.442
H 4.902 5.690 -2.121 -0.05 -0.13 -0.10 0.277
H 4.191 5.225 -3.685 -0.04 0.06 0.08 0.355
H 3.162 5.808 -2.355 0.00 -0.10 -0.13 0.344
H 4.775 3.197 -2.330 -0.11 0.03 0.24 0.317
H 3.019 3.303 -2.568 0.06 0.00 -0.09 0.034
H 2.900 4.307 -0.501 0.30 -0.33 -0.22 0.254
C -7.804 -0.373 2.715 -0.18 0.16 -0.09 -1.055
C -6.306 -0.594 2.686 -0.30 -0.21 0.11 -0.192
O -5.831 -0.868 3.996 0.10 -0.25 0.30 -0.462
H -8.057 0.461 3.378 0.10 -0.06 -0.14 0.273
H -8.185 -0.155 1.713 -0.05 -0.04 0.10 0.330
H -8.319 -1.257 3.104 0.04 0.01 -0.14 0.328
H -5.793 0.300 2.318 0.05 -0.14 0.19 0.252
H -6.045 -1.434 2.035 -0.03 0.10 -0.20 0.266
H -6.286 -1.668 4.311 0.26 0.44 -0.15 0.278
C 1.432 -7.345 -4.861 0.12 -0.17 0.13 -1.067
C 0.101 -6.743 -5.262 0.32 -0.02 -0.11 -0.218
O 0.160 -5.327 -5.167 0.04 0.40 -0.14 -0.446
H 1.691 -7.057 -3.837 -0.12 -0.07 -0.11 0.247
H 1.402 -8.436 -4.925 0.08 0.08 -0.01 0.363
H 2.235 -6.976 -5.508 -0.09 -0.11 -0.04 0.344
H -0.694 -7.097 -4.600 0.05 0.23 -0.09 0.287
H -0.159 -7.015 -6.290 -0.06 -0.20 0.05 0.250
H 0.864 -5.023 -5.766 -0.33 -0.14 0.32 0.223
C 0.530 -0.876 -6.327 -0.26 0.10 0.01 -1.100
C 1.137 -2.261 -6.234 0.13 0.39 0.02 -0.012
O 2.144 -2.416 -7.224 0.43 -0.03 -0.15 -0.547
H 0.097 -0.712 -7.319 0.02 -0.11 0.14 0.315
H -0.251 -0.742 -5.574 0.08 0.08 -0.02 0.213
H 1.296 -0.107 -6.182 -0.06 -0.06 0.12 0.348
H 0.373 -3.026 -6.401 0.18 0.08 -0.10 0.165
H 1.584 -2.428 -5.249 -0.20 -0.03 0.14 0.310
H 2.821 -1.738 -7.061 -0.36 -0.39 -0.12 0.317
```
Forces are in eV/Å.